Entry 1:
Formula: C4H10NO2S
Source: the Open Molecules 2025 dataset
Level of theory: ωB97M-V/def2-TZVPD

Structure (XYZ):
```
18
Properties=species:S:1:pos:R:3:forces:R:3:mulliken_charge:R:1
C -0.446735 0.804590 -0.956810 -3.0 3.3 3.1 -1.17
C -1.110955 0.380958 0.426700 1.3 -2.5 0.6 0.37
C -1.129211 -1.145545 0.626299 3.1 2.0 2.9 -0.54
C 1.610446 -0.402183 -0.655797 -0.7 -0.6 0.2 -0.33
N 0.999351 0.917264 -0.771068 -0.8 -1.6 -2.7 0.06
O -0.441109 0.884705 1.565710 1.7 -0.8 -1.0 -0.60
O -1.640277 -1.848903 -0.340596 -0.6 -0.1 -1.2 -0.39
S 3.019819 -0.709064 0.223980 1.1 -0.7 -1.8 -0.13
H -0.591889 0.081739 -1.633487 -1.0 -2.5 -2.7 0.56
H -1.038392 1.769139 -1.230043 1.9 -1.3 0.0 0.40
H -2.126675 0.620951 0.514121 -1.6 1.1 -0.7 0.52
H -0.669304 -1.615837 1.606400 -1.2 1.0 -2.2 0.36
H 1.143902 -1.136228 -1.285425 0.2 -0.2 -0.3 0.38
H 1.349171 1.428631 -1.583131 0.6 0.6 0.5 0.34
H 1.020706 1.311064 0.097277 1.2 2.5 3.2 0.34
H -0.828010 1.638203 1.972999 -0.9 1.0 0.2 0.31
H -1.787701 -2.692756 0.043990 -0.5 -1.7 -0.1 0.36
H 2.666860 -0.286735 1.378881 -0.7 0.8 1.8 0.14
```
Positions in Å, forces in eV/Å.

Computed properties:
DFT total energy = -761.4101 Eh
Net charge = +1
Frontier orbital gap (spin up / spin down) = 5.989 / 9.482 eV
E_HOMO (spin up / spin down) = -10.8 / -12.6 eV
Relative energy (zero: lowest compared OMol25 entry of this formula, charge and spin) = 481.4 kJ/mol

Entry 2:
Formula: C4H39N3O13
Source: the Open Molecules 2025 dataset
Level of theory: ωB97M-V/def2-TZVPD

Structure (XYZ):
```
59
Properties=species:S:1:pos:R:3:forces:R:3:mulliken_charge:R:1
C -2.504577 0.361343 0.111332 0.1 -1.1 0.7 -1.08
N -1.559185 1.245935 0.788588 0.4 1.1 -0.8 -0.09
C -0.892436 2.077276 -0.224229 0.0 -0.1 0.6 -0.38
N 0.507302 2.329222 0.094621 -0.3 0.1 0.8 -0.33
C -1.967192 -1.043662 -0.142674 0.4 -0.1 0.7 -0.50
N -0.622510 -0.991598 -0.699000 -0.6 -0.4 -0.9 0.86
C -0.048037 -2.326266 -0.730340 0.9 0.3 0.1 -1.05
H -2.754633 0.784149 -0.862355 -0.4 0.2 0.3 0.35
H -3.360101 0.212471 0.766463 -0.5 0.3 -0.3 0.42
H -0.854182 0.795681 1.363768 -0.4 -0.6 -0.2 0.02
H -0.927047 1.546841 -1.178718 -0.2 -0.1 -0.2 0.07
H -1.421985 3.014335 -0.347967 -0.3 0.3 -0.1 0.26
H 0.777989 1.918328 0.982288 0.3 0.2 -0.2 -0.05
H 0.792064 3.293708 -0.013370 -0.1 0.0 0.5 0.29
H -1.911706 -1.602801 0.803651 -0.2 0.2 0.1 0.22
H -2.656200 -1.619362 -0.767407 0.2 0.2 -0.3 0.44
H -0.056125 -0.397621 -0.110787 0.2 -0.1 0.1 -0.29
H -0.042055 -2.812571 0.252760 -0.3 -0.1 -0.1 0.24
H -0.515434 -2.938869 -1.496807 -0.2 -0.1 0.1 0.25
H 0.995374 -2.219148 -1.023157 0.1 -0.3 -0.1 0.38
H -1.415503 0.950295 4.342815 0.0 0.3 0.1 0.34
H -1.828824 1.147268 5.792972 -0.1 0.1 0.1 0.31
O -1.757797 0.478174 5.111348 0.1 -0.2 -0.3 -0.72
H 1.273372 -2.065595 -4.203552 0.1 -0.4 0.2 0.39
H 1.865654 -3.511675 -4.222414 0.0 0.7 -0.2 0.31
O 2.023476 -2.598602 -4.525010 0.2 -0.5 0.2 -0.68
H 1.227716 1.769255 4.135377 0.1 -0.3 -0.5 0.33
H 2.045887 1.346779 2.844018 0.2 0.1 0.2 0.28
O 1.193926 1.234161 3.321230 0.1 0.3 0.1 -0.66
H 0.983047 1.017754 -5.341091 0.0 0.0 0.0 0.31
H 0.194395 1.516883 -4.128253 0.3 0.0 -0.2 0.37
O 0.084410 1.112123 -5.008897 -0.2 0.0 0.2 -0.75
H 2.082299 2.197160 -2.150637 -0.8 -0.2 0.1 0.25
H 0.603321 2.105793 -1.610255 1.1 -0.2 0.1 0.54
O 1.166881 1.963131 -2.383577 0.4 0.0 -1.5 -0.70
H -1.647476 -2.322810 -3.660162 -0.6 -0.5 0.4 0.39
H -2.655455 -3.351385 -2.962205 0.3 0.0 0.1 0.29
O -2.541177 -2.738868 -3.688931 0.2 0.5 -0.4 -0.65
H -0.414508 -0.783431 -2.665259 0.0 0.0 0.7 0.27
H -0.293086 -0.646296 -4.195189 0.2 0.2 0.0 0.40
O -0.102887 -1.251916 -3.455938 -0.3 0.1 -0.7 -0.64
H 3.551304 0.483634 1.426844 -0.5 0.7 0.2 0.32
H 3.819107 1.992520 1.146370 -0.1 -0.3 0.3 0.29
O 3.615455 1.374043 1.864232 0.3 -0.3 -0.3 -0.73
H 2.338426 -0.992818 -0.156768 -0.1 -0.5 0.6 0.27
H 1.519911 -0.929615 1.313046 0.6 -0.4 -0.9 0.43
O 2.201368 -0.576329 0.699240 -1.1 0.4 3.8 -0.66
H -0.545429 -1.510281 2.720875 0.0 0.0 0.3 0.30
H 0.538582 -0.324447 2.719595 -0.3 -0.1 0.7 0.22
O 0.103055 -1.015104 2.196218 0.0 0.0 -0.2 -0.56
H 3.451655 -1.054875 -1.852048 0.5 0.1 0.0 0.34
H 2.104214 -0.501657 -1.811789 0.0 0.8 0.1 0.30
O 2.937223 -0.444989 -1.302341 0.7 -0.5 -4.1 -0.61
H -0.370756 2.701089 2.983813 -0.1 0.2 0.5 0.40
H -1.054521 3.981350 3.469193 -0.1 -0.1 0.2 0.29
O -0.683160 3.152041 3.793209 0.1 -0.1 -0.6 -0.69
H -2.088740 -1.064214 4.095159 -0.2 -0.2 0.3 0.39
H -2.371653 -2.580745 4.205323 0.1 0.3 -0.2 0.28
O -2.133034 -1.885189 3.576776 0.0 -0.1 0.1 -0.61
```
Positions in Å, forces in eV/Å.

Computed properties:
DFT total energy = -1318.1555 Eh
Frontier orbital gap = 9.014 eV
E_HOMO = -8.9 eV
Relative energy (zero: lowest compared OMol25 entry of this formula, charge and spin) = 59.8 kJ/mol

Entry 3:
Formula: C2H5O3
Source: the Open Molecules 2025 dataset
Level of theory: ωB97M-V/def2-TZVPD

Structure (XYZ):
```
10
Properties=species:S:1:pos:R:3:forces:R:3:mulliken_charge:R:1
C -1.257035 1.017914 -0.782539 2.5 1.7 1.5 -0.56
O -0.683600 -0.100275 -1.269650 0.6 -1.9 -0.1 -0.61
H -1.673089 1.129486 0.244269 -0.1 -1.2 0.0 0.23
H -0.374603 1.732246 -0.688258 -1.3 0.6 -0.5 0.17
H -2.023744 1.255318 -1.450664 -1.2 1.3 -1.1 0.23
O 1.270642 -1.048024 2.451858 -0.2 0.5 -3.0 -0.58
C 1.434716 -1.049376 1.201161 1.1 -2.6 -0.7 0.08
O 0.658572 -1.331472 0.176902 1.4 0.3 3.6 -0.57
H 2.539230 -1.139648 0.750209 -1.1 0.9 1.3 0.22
H 0.108913 -0.466169 -0.633288 -1.8 0.2 -1.0 0.38
```
Positions in Å, forces in eV/Å.

Computed properties:
DFT total energy = -304.9315 Eh
Net charge = -1
Frontier orbital gap = 8.784 eV
E_HOMO = -4.4 eV
Relative energy (zero: lowest compared OMol25 entry of this formula, charge and spin) = 199.6 kJ/mol

Entry 4:
Formula: C2H10N6O2
Source: the Open Molecules 2025 dataset
Level of theory: ωB97M-V/def2-TZVPD

Structure (XYZ):
```
20
Properties=species:S:1:pos:R:3:forces:R:3:mulliken_charge:R:1
C -0.826441 0.628549 -0.149021 1.6 6.0 0.6 0.07
C 2.370322 0.274218 -0.358655 0.5 -1.1 -0.6 0.02
N -1.941481 0.595771 -0.768426 1.1 0.1 -1.1 -0.26
N 3.237766 1.121978 0.477426 0.3 -0.2 0.0 -0.10
N 3.352470 -0.749328 -0.755769 -2.3 0.5 0.9 -0.11
N 4.307343 0.551478 0.626522 0.1 0.3 -0.7 0.28
N 0.028593 -0.323852 0.035337 -0.6 -2.9 -0.4 -0.13
N 1.281623 -0.103348 0.511553 1.2 0.0 0.9 -0.40
O -3.241788 -0.274990 0.756310 1.3 -0.8 0.7 -0.60
O 4.521391 -0.628929 -0.093910 1.3 1.8 2.3 -0.08
H -0.382236 1.666033 0.197706 -1.2 -2.0 -0.7 0.37
H -2.230345 -0.347995 -0.932427 -1.0 -0.2 -0.7 0.33
H 2.056239 0.809907 -1.256069 -0.6 0.1 0.3 0.47
H -2.650356 1.324637 -0.665451 0.6 -0.3 -0.2 0.34
H -4.159541 -0.277320 0.622808 -2.2 -0.2 0.8 0.31
H 3.410865 -1.284444 -1.582082 0.3 -0.3 -1.2 0.29
H 5.023424 1.033592 1.239888 0.0 -1.3 -0.7 0.35
H -0.294256 -1.293937 0.054210 0.2 0.2 -0.5 0.30
H -2.936733 -0.263546 1.663683 -1.0 -0.1 0.5 0.29
H 1.501045 -0.803152 1.230756 0.2 0.6 -0.3 0.28
```
Positions in Å, forces in eV/Å.

Computed properties:
DFT total energy = -560.3579 Eh
Net charge = +2
Frontier orbital gap (spin up / spin down) = 8.380 / 8.381 eV
E_HOMO (spin up / spin down) = -17.5 / -17.5 eV
Relative energy (zero: lowest compared OMol25 entry of this formula, charge and spin) = 221.0 kJ/mol

> Which of these has the highest relative energy (zero: lowest compared OMol25 entry of this formula, charge and spin)?

C4H10NO2S

> Among the records above, which one has the highest DFT total energy?

C2H5O3

> Among the records above, which one has the lowest relative energy (zero: lowest compared OMol25 entry of this formula, charge and spin)?

C4H39N3O13

> Among the records above, which one has the highest DFT total energy?

C2H5O3